# 1
ORCA calculation (ωB97M-V/def2-TZVPD) on a molecular structure, C8H6Cl2O2RhS in a non-equilibrium geometry.

Its max |F| is 0.0408 Eh/bohr. The value obtained for the HOMO energy (alpha / beta) is -0.4654 / -0.4864 Ha. The spin multiplicity is 5. As for the net charge: +1. The calculation puts the gap between HOMO and LUMO (alpha / beta) at 9.2 / 6.6 eV.

Element x y z (Å)
1 Rh 0.05268 -0.22429 0.07111
2 O 0.60439 3.12357 2.59655
3 C 0.27734 2.59322 1.56713
4 O 0.33489 1.32745 1.30780
5 C -0.26928 3.47774 0.41940
6 C -0.32411 4.82556 0.70798
7 C -0.79299 5.75244 -0.22623
8 C -1.21940 5.33026 -1.48235
9 C -1.17550 3.99542 -1.79400
10 C -0.70191 3.03496 -0.85668
11 S -0.74909 1.44166 -1.49025
12 H 0.00943 5.14199 1.68528
13 H -0.81945 6.80072 0.04005
14 H -1.58302 6.04116 -2.21100
15 H -1.50218 3.64572 -2.76502
16 Cl -1.11613 -2.36845 0.32182
17 C 0.34083 -3.26924 -0.16651
18 Cl 1.52133 -2.04052 -0.68560
19 H 0.10440 -3.92237 -0.99812
20 H 0.73407 -3.80769 0.68789



# 2
ORCA calculation (ωB97M-V/def2-TZVPD) on a single C8H6Cl2Si molecule in a non-equilibrium geometry.

The relative energy (zero: lowest compared OMol25 entry of this formula, charge and spin) comes out at 3.843 eV. Its max |F| is 0.0630 Eh/bohr. The value obtained for the HOMO energy (alpha / beta) is -0.3040 / -0.2920 Ha. The spin multiplicity is 1. As for the net charge: 0. The calculation puts the gap between HOMO and LUMO (alpha / beta) at 7.9 / 6.9 eV.

Element x y z (Å)
1 C -1.42844 0.79649 0.14446
2 C -0.72232 1.89629 0.48115
3 C -0.99705 -0.40370 -0.50012
4 C 0.72471 2.03454 0.52362
5 C 0.06100 -1.19173 -0.23562
6 C 1.51328 1.07316 0.14568
7 C 1.01088 -2.09899 0.05436
8 C 2.40377 -1.78301 0.11888
9 Si 3.03648 -0.04451 -0.06355
10 Cl 4.19149 0.50553 -1.70709
11 Cl 4.31181 0.17086 1.48008
12 H -2.50644 0.97571 0.44959
13 H -1.28133 2.71674 0.94674
14 H -1.58471 -0.75090 -1.33274
15 H 1.22099 3.04149 0.43035
16 H 0.74144 -3.03273 0.49069
17 H 3.14186 -2.60735 0.12420



# 3
ORCA calculation (ωB97M-V/def2-TZVPD) on a molecular structure, C8H6Cl3F6N4O4S3Sc in a non-equilibrium geometry.

The relative energy (zero: lowest compared OMol25 entry of this formula, charge and spin) comes out at 0.000 eV. Its max |F| is 0.0855 Eh/bohr. The value obtained for the HOMO energy is -0.5454 Ha. The spin multiplicity is 1. As for the net charge: +2. The calculation puts the gap between HOMO and LUMO at 6.9 eV.

Element x y z (Å)
1 Sc 1.01398 -0.28097 0.65370
2 F 3.93773 -4.40770 -0.28796
3 C 4.16460 -3.06079 -0.53975
4 F 4.78525 -2.48048 0.47164
5 F 4.81732 -2.81872 -1.66061
6 S 2.37972 -2.05712 -0.58502
7 O 2.65393 -0.55832 -0.60537
8 O 1.70196 -2.30433 0.76711
9 N 1.45888 -2.44748 -1.79503
10 S 0.04964 -1.78325 -1.98893
11 O -0.21423 -0.65023 -1.01333
12 O -0.43615 -1.37420 -3.31626
13 C -1.22845 -2.97878 -1.31673
14 F -1.65337 -3.92770 -2.20662
15 F -0.85227 -3.66605 -0.22968
16 F -2.26125 -2.22916 -0.98740
17 Cl -3.41773 -1.66801 2.83161
18 C -1.88854 -2.23706 3.55915
19 Cl -1.52951 -3.94636 3.46580
20 Cl -1.83980 -1.67163 5.35190
21 C -0.86848 -1.45850 2.90421
22 N -0.07247 -0.82941 2.36075
23 C -0.25834 5.15991 0.67050
24 N -0.68696 4.06761 -0.21147
25 C -1.90577 4.08421 -0.92256
26 C -1.99308 2.92709 -1.57256
27 N -0.78934 2.19348 -1.33052
28 C -0.06123 2.81901 -0.44350
29 S 1.38557 2.34129 0.24400
30 H 0.52528 5.78112 0.24335
31 H 0.07875 4.80458 1.68894
32 H -1.13749 5.84233 0.86362
33 H -2.49463 4.98611 -1.08721
34 H -2.78472 2.55441 -2.20410
35 H -0.57880 1.27511 -1.77166